#w
{
  "formula": "C9H32N6O7",
  "method": "ωB97M-V with the def2-TZVPD basis set",
  "elements": ["C", "C", "O", "H", "H", "H", "H", "H", "H", "C", "C", "O", "H", "H", "H", "H", "H", "H", "C", "O", "N", "N", "H", "H", "H", "H", "C", "O", "N", "N", "H", "H", "H", "H", "C", "O", "N", "N", "H", "H", "H", "H", "C", "O", "H", "H", "H", "H", "C", "O", "H", "H", "H", "H"],
  "xyz": [[1.20, 3.62, -2.27], [1.91, 4.51, -1.26], [1.09, 5.08, -0.27], [1.86, 3.10, -2.98], [0.62, 4.32, -2.91], [0.51, 2.98, -1.79], [2.39, 5.28, -1.85], [2.68, 3.84, -0.81], [1.69, 5.52, 0.35], [2.39, 0.38, -0.83], [1.13, -0.42, -1.22], [0.02, 0.45, -1.01], [2.39, 1.43, -1.10], [3.35, -0.02, -1.13], [2.50, 0.45, 0.24], [0.97, -1.32, -0.66], [1.29, -0.78, -2.25], [-0.74, -0.05, -1.19], [-1.22, -2.20, -2.00], [-0.31, -3.13, -2.52], [-1.72, -1.29, -2.73], [-1.59, -2.19, -0.76], [-1.57, -1.34, -3.76], [-2.42, -0.63, -2.45], [-1.12, -2.93, -0.17], [-2.16, -1.52, -0.23], [1.63, 2.50, 1.85], [2.62, 3.47, 1.84], [0.61, 2.52, 0.97], [1.67, 1.48, 2.68], [0.79, 3.35, 0.46], [0.43, 1.71, 0.35], [2.36, 1.55, 3.39], [0.90, 0.81, 2.75], [-1.27, -4.83, 0.79], [-1.94, -5.17, 1.96], [-1.69, -5.17, -0.39], [-0.21, -4.07, 0.72], [-2.53, -5.79, -0.36], [-1.18, -5.05, -1.23], [0.14, -3.80, 1.63], [0.37, -4.13, -0.08], [-0.12, -1.02, 2.12], [-0.27, -0.39, 3.40], [-0.94, -1.73, 1.85], [0.76, -1.64, 2.16], [-0.07, -0.34, 1.24], [-0.27, -1.09, 4.04], [-2.64, 0.91, 0.80], [-2.92, -0.45, 0.97], [-1.78, 1.28, 1.31], [-3.47, 1.44, 1.12], [-2.37, 1.07, -0.23], [-3.76, -0.55, 1.46]],
  "e_lumo_ev": 0.1,
  "homo_lumo_gap_ev": 8.93,
  "smiles": "NC(N)=O.NC(N)=O.NC(N)=O.CCO.CCO.CO.CO",
  "total_charge": 0,
  "homo_ha": -0.32412
}

***

#x
{
  "formula": "C9H32N6O7",
  "method": "ωB97M-V with the def2-TZVPD basis set",
  "elements": ["O", "H", "H", "O", "H", "H", "C", "O", "N", "N", "H", "H", "H", "H", "C", "O", "N", "N", "H", "H", "H", "H", "C", "O", "N", "N", "H", "H", "H", "H", "C", "C", "C", "O", "H", "H", "H", "H", "H", "H", "H", "H", "C", "C", "C", "O", "H", "H", "H", "H", "H", "H", "H", "H"],
  "xyz": [[-19.95, 5.85, -18.15], [-20.19, 5.39, -17.33], [-20.31, 5.30, -18.85], [-18.85, 4.96, -15.65], [-18.33, 4.34, -15.13], [-18.54, 5.82, -15.36], [-15.07, 8.33, -17.34], [-15.01, 8.94, -16.28], [-14.34, 8.75, -18.43], [-15.82, 7.23, -17.59], [-13.83, 9.58, -18.23], [-14.01, 8.06, -19.08], [-15.88, 6.85, -18.52], [-16.22, 6.73, -16.82], [-22.70, 3.48, -14.11], [-22.32, 2.33, -14.08], [-23.94, 3.87, -13.72], [-21.87, 4.46, -14.59], [-24.57, 3.20, -13.31], [-24.27, 4.82, -13.71], [-21.05, 4.04, -15.00], [-21.86, 5.36, -14.17], [-18.68, 2.31, -12.99], [-19.06, 2.54, -14.11], [-18.30, 1.05, -12.58], [-18.41, 3.29, -12.08], [-18.72, 0.29, -13.08], [-18.05, 0.93, -11.62], [-18.74, 4.23, -12.19], [-18.25, 3.09, -11.10], [-20.07, 6.77, -12.12], [-20.52, 7.76, -11.03], [-21.66, 7.23, -10.21], [-19.42, 7.91, -10.11], [-19.40, 7.19, -12.87], [-20.90, 6.38, -12.70], [-19.57, 5.98, -11.56], [-20.67, 8.72, -11.55], [-21.99, 7.97, -9.48], [-21.39, 6.30, -9.72], [-22.54, 7.07, -10.83], [-18.73, 8.39, -10.58], [-15.72, 3.53, -15.66], [-15.17, 4.55, -14.68], [-13.68, 4.83, -14.88], [-15.93, 5.74, -14.89], [-15.24, 2.55, -15.62], [-15.52, 3.84, -16.69], [-16.77, 3.31, -15.52], [-15.32, 4.10, -13.70], [-13.04, 4.13, -14.35], [-13.46, 5.84, -14.55], [-13.40, 4.71, -15.93], [-15.58, 6.51, -14.42]],
  "e_lumo_ev": 0.4,
  "homo_lumo_gap_ev": 9.70,
  "smiles": "NC(N)=O.NC(N)=O.NC(N)=O.CC(C)O.CC(C)O.O.O",
  "total_charge": 0,
  "homo_ha": -0.34136
}

***

Least stable of them? #w.

***

#w
{
  "formula": "C16H19N3O4S",
  "method": "ωB97M-V with the def2-TZVPD basis set",
  "elements": ["C", "H", "H", "H", "O", "C", "O", "C", "C", "C", "C", "C", "C", "H", "H", "C", "O", "N", "C", "S", "N", "H", "C", "H", "H", "C", "N", "C", "C", "H", "O", "C", "C", "H", "H", "H", "H", "H", "H", "H", "H", "H", "H"],
  "xyz": [[-2.58, -4.06, 5.68], [-1.65, -4.23, 6.19], [-3.30, -3.87, 6.41], [-2.85, -5.13, 5.23], [-2.67, -3.25, 4.38], [-1.69, -3.33, 3.51], [-0.99, -4.17, 3.54], [-1.62, -2.49, 2.39], [-0.74, -2.63, 1.31], [-0.84, -1.67, 0.36], [-1.44, -0.54, 0.45], [-2.36, -0.42, 1.39], [-2.68, -1.36, 2.39], [-3.11, -1.18, 3.43], [-3.15, 0.39, 1.40], [-1.64, 0.57, -0.68], [-2.53, 1.45, -0.75], [-0.75, 0.28, -1.71], [0.14, -1.06, -1.70], [1.14, -1.18, -2.96], [0.06, -1.84, -0.82], [0.77, -2.43, -0.74], [-0.58, 1.19, -2.71], [-1.65, 1.51, -3.02], [0.06, 0.51, -3.70], [-0.10, 2.47, -2.30], [1.14, 2.62, -2.08], [2.38, 2.14, -2.98], [3.63, 2.88, -2.64], [4.34, 2.47, -3.30], [4.13, 2.14, -1.37], [3.09, 2.45, -0.50], [1.73, 1.98, -0.70], [0.88, 2.28, -0.06], [1.73, 0.92, -0.86], [3.62, 2.03, 0.66], [3.04, 3.47, -0.36], [3.61, 4.04, -2.41], [2.00, 2.71, -3.97], [2.47, 1.24, -3.17], [-0.77, 3.00, -1.39], [-0.13, 3.46, -3.12], [-0.14, -3.35, 1.32]],
  "e_lumo_ev": -0.5,
  "homo_lumo_gap_ev": 7.55,
  "total_charge": 0,
  "homo_ha": -0.29766
}

***

#x
{
  "formula": "C16H19N3O4S",
  "method": "ωB97M-V with the def2-TZVPD basis set",
  "elements": ["C", "C", "C", "N", "C", "O", "C", "N", "C", "O", "C", "N", "H", "H", "C", "C", "C", "C", "C", "C", "H", "H", "H", "H", "H", "H", "H", "H", "H", "H", "C", "H", "S", "C", "H", "H", "C", "O", "O", "H", "H", "H", "H"],
  "xyz": [[5.89, 0.04, 1.27], [4.43, 0.26, 1.05], [3.82, 0.16, -0.15], [2.46, 0.38, -0.29], [1.65, 0.89, -1.26], [1.77, 1.07, -2.44], [0.53, 1.18, -0.23], [-0.73, 0.55, -0.45], [-0.85, -0.78, -0.71], [0.10, -1.53, -0.69], [-2.25, -1.20, -1.15], [-2.41, -0.85, -2.56], [-1.76, -1.39, -3.12], [-2.19, 0.13, -2.71], [-3.36, -0.60, -0.30], [-3.22, -0.45, 1.01], [-4.29, 0.08, 1.91], [-5.59, 0.27, 1.20], [-5.74, 0.11, -0.10], [-4.63, -0.26, -1.03], [-4.92, -1.11, -1.65], [-4.45, 0.57, -1.72], [-6.71, 0.25, -0.56], [-6.43, 0.54, 1.83], [-4.42, -0.61, 2.76], [-3.96, 1.04, 2.35], [-2.29, -0.73, 1.49], [-2.31, -2.29, -1.09], [-1.58, 1.10, -0.38], [0.40, 2.25, -0.07], [1.51, 0.54, 0.78], [1.18, -0.41, 1.22], [2.19, 1.62, 2.08], [3.66, 0.56, 2.31], [4.30, 1.10, 3.01], [3.33, -0.36, 2.78], [4.53, -0.20, -1.42], [5.68, 0.05, -1.67], [3.73, -0.88, -2.23], [4.17, -1.07, -3.07], [6.36, 0.99, 1.51], [6.37, -0.36, 0.39], [6.04, -0.63, 2.11]],
  "e_lumo_ev": 0.4,
  "homo_lumo_gap_ev": 9.18,
  "smiles": "CC1=C(C(=O)O)N2C(=O)[C@@H](NC(=O)[C@H](N)C3=CCC=CC3)[C@@H]2SC1",
  "total_charge": 0,
  "homo_ha": -0.32087
}

***

#y
{
  "formula": "C16H19N3O4S",
  "method": "ωB97M-V with the def2-TZVPD basis set",
  "elements": ["C", "C", "C", "C", "O", "N", "C", "O", "N", "C", "H", "H", "H", "C", "H", "H", "H", "S", "O", "O", "N", "C", "C", "C", "C", "C", "C", "C", "C", "C", "H", "H", "H", "H", "H", "H", "H", "H", "H", "H", "H", "H", "H"],
  "xyz": [[1.91, -0.86, 2.35], [0.57, -0.70, 1.74], [0.19, -1.28, 0.56], [-1.14, -1.12, 0.04], [-1.54, -1.58, -1.00], [-1.99, -0.35, 0.84], [-1.63, 0.29, 1.99], [-2.40, 1.00, 2.60], [-0.33, 0.08, 2.42], [0.05, 0.75, 3.65], [0.33, 0.03, 4.42], [0.87, 1.44, 3.48], [-0.82, 1.30, 3.99], [-3.36, -0.15, 0.39], [-3.51, -0.76, -0.49], [-4.04, -0.45, 1.19], [-3.52, 0.90, 0.17], [1.23, -2.30, -0.53], [0.51, -3.49, -0.86], [2.51, -2.47, 0.10], [1.53, -1.45, -1.91], [0.56, -1.46, -2.99], [-0.08, -0.09, -3.25], [-0.03, 0.82, -2.06], [-1.08, 1.65, -1.69], [-0.96, 2.49, -0.61], [0.22, 2.52, 0.13], [1.26, 1.69, -0.22], [1.15, 0.84, -1.30], [2.19, -0.18, -1.68], [2.71, 0.11, -2.60], [2.92, -0.33, -0.89], [2.19, 1.70, 0.35], [0.31, 3.19, 0.97], [-1.78, 3.14, -0.33], [-1.99, 1.63, -2.27], [-1.11, -0.22, -3.57], [0.47, 0.41, -4.06], [1.07, -1.81, -3.89], [-0.19, -2.19, -2.71], [1.82, -1.30, 3.34], [2.40, 0.11, 2.46], [2.53, -1.50, 1.74]],
  "e_lumo_ev": 0.5,
  "homo_lumo_gap_ev": 9.51,
  "smiles": "Cc1c(S(=O)(=O)N2CCc3ccccc3C2)c(=O)n(C)c(=O)n1C",
  "total_charge": 0,
  "homo_ha": -0.33297
}

***

Least stable of them? #w.

***

#w
{
  "formula": "C4H2N2O",
  "method": "ωB97M-V with the def2-TZVPD basis set",
  "elements": ["N", "C", "O", "C", "C", "C", "N", "H", "H"],
  "xyz": [[-1.91, 0.36, -0.13], [-0.96, -0.57, 0.17], [-1.20, -1.71, 0.52], [0.42, -0.10, 0.04], [1.61, 0.04, 0.00], [3.63, 0.77, -0.20], [2.94, -0.17, 0.03], [-1.66, 1.29, -0.39], [-2.87, 0.09, -0.04]],
  "e_lumo_ev": 0.0,
  "homo_lumo_gap_ev": 10.30,
  "total_charge": 0,
  "homo_ha": -0.38030
}

***

#x
{
  "formula": "C4H2N2O",
  "method": "ωB97M-V with the def2-TZVPD basis set",
  "elements": ["C", "C", "C", "C", "H", "H", "N", "N", "O"],
  "xyz": [[-1.26, -2.17, -0.99], [-0.73, -1.13, -0.57], [-0.21, -0.04, -0.07], [1.15, 1.40, 0.70], [-1.55, -3.23, -0.95], [2.08, 1.79, 1.00], [-0.74, 1.17, -0.04], [0.07, 2.06, 0.50], [1.18, 0.13, 0.42]],
  "e_lumo_ev": -0.2,
  "homo_lumo_gap_ev": 9.34,
  "smiles": "C#Cc1nnco1",
  "total_charge": 0,
  "homo_ha": -0.35218
}

***

Least stable of them? #x.

***

#w
{
  "formula": "CH2BrNO3",
  "method": "ωB97M-V with the def2-TZVPD basis set",
  "elements": ["C", "N", "O", "O", "O", "Br", "H", "H"],
  "xyz": [[-0.06, 0.16, 1.82], [-0.28, -0.04, 0.34], [-1.19, 0.61, -0.12], [0.48, -0.76, -0.26], [-0.61, -0.47, 2.65], [0.35, 0.12, -3.79], [0.62, 1.02, 1.99], [0.69, -0.64, -2.65]],
  "e_lumo_ev": -0.5,
  "homo_lumo_gap_ev": 10.18,
  "smiles": "O=C[N+](=O)[O-].Br",
  "total_charge": 0,
  "homo_ha": -0.39401
}

***

#x
{
  "formula": "CH2BrNO3",
  "method": "ωB97M-V with the def2-TZVPD basis set",
  "elements": ["C", "N", "O", "O", "O", "Br", "H", "H"],
  "xyz": [[-0.27, 0.94, 0.08], [-0.57, -0.43, -0.06], [-1.17, -0.96, 0.86], [-0.47, -0.94, -1.26], [0.55, 1.42, -0.68], [2.48, -0.82, 1.74], [-0.79, 1.24, 1.01], [0.23, -0.46, -1.70]],
  "e_lumo_ev": [-0.9, -3.8],
  "homo_lumo_gap_ev": [10.28, 5.05],
  "total_charge": 0,
  "homo_ha": [-0.41053, -0.32623]
}

***

Least stable of them? #x.